Entry from the Open Molecules 2025 dataset: a single C4H6N2O molecule (wB97M-V/def2-TZVPD).

The SMILES is COc1cnc[nH]1. As for the energy relative to the best compared isomer or geometry (same formula, charge and spin): 2.988 eV. Its spin multiplicity is 1. The HOMO-LUMO gap is 8.95 eV. The calculation puts the total energy at -9270.5141 eV. For the LUMO energy, the calculation gives 0.92 eV. Its total charge is 0.

Last columns: bonded neighbours and bond lengths (Å).
Atoms and positions in Å:
1 C 0.553 -1.371 1.811  O2 1.438, H8 1.094, H9 1.098, H10 1.102
2 O 0.185 -0.055 1.362  C1 1.438, C3 1.349
3 C -0.273 0.208 0.120  O2 1.349, C4 1.374, N7 1.587
4 C -0.413 -0.545 -1.021  C3 1.374, N5 1.378, H11 1.101
5 N -0.149 0.250 -2.115  C4 1.378, C6 1.292
6 C -0.112 1.484 -1.734  N5 1.292, N7 1.354, H12 1.082
7 N -0.176 1.704 -0.400  C3 1.587, C6 1.354, H13 1.051
8 H -0.347 -1.949 2.038  C1 1.094
9 H 1.108 -1.215 2.745  C1 1.098
10 H 1.188 -1.944 1.116  C1 1.102
11 H -0.895 -1.505 -1.260  C4 1.101
12 H -0.141 2.265 -2.482  C6 1.082
13 H -0.546 2.668 -0.204  N7 1.051